# 1
# C33H42NO2

A cluster of 2 separate species, C33H42NO2 in total in a non-equilibrium geometry (wB97M-V/def2-TZVPD, the Open Molecules 2025 dataset).

Structure (XYZ):
```
78
C33H42NO2 | the Open Molecules 2025 dataset | wB97M-V/def2-TZVPD
C -5.519 -3.959 -3.344
O -5.044 -2.588 -3.387
C -3.688 -2.449 -3.338
C -3.145 -1.145 -3.447
C -1.779 -0.955 -3.312
C -0.914 -2.032 -3.005
C 0.494 -1.823 -2.609
C 0.912 -0.635 -2.051
N 1.352 -2.896 -2.853
C 2.629 -3.055 -2.337
C 3.317 -4.327 -2.802
O 3.155 -2.253 -1.572
C -1.450 -3.328 -2.978
C -2.809 -3.547 -3.165
H -6.604 -3.868 -3.347
H -5.172 -4.515 -4.231
H -5.177 -4.459 -2.423
H -3.825 -0.312 -3.631
H -1.378 0.055 -3.423
H 1.865 -0.623 -1.523
H 0.540 0.261 -2.568
H 1.053 -3.629 -3.488
H 2.930 -4.702 -3.763
H 4.388 -4.110 -2.892
H 3.196 -5.104 -2.029
H -0.821 -4.180 -2.722
H -3.176 -4.571 -3.151
C 3.164 4.393 5.407
C 2.912 3.703 4.101
C 2.034 4.260 3.169
C 1.831 3.676 1.916
C 0.900 4.418 0.988
C 2.481 2.460 1.606
C 2.302 1.777 0.254
C 3.028 2.569 -0.854
C 0.818 1.488 -0.054
C 0.321 0.168 0.358
C -1.016 -0.068 0.775
C -1.359 -0.803 1.974
C -0.321 -1.123 3.016
C -2.681 -1.135 2.228
C -3.716 -0.770 1.357
C -5.119 -1.204 1.626
C -3.413 0.033 0.257
C -2.114 0.441 -0.010
C -1.899 1.393 -1.141
C 3.368 1.898 2.542
C 4.121 0.630 2.224
C 3.567 2.512 3.777
H 3.877 3.812 6.001
H 3.579 5.398 5.245
H 2.236 4.510 5.981
H 1.501 5.185 3.415
H 1.056 4.197 -0.071
H -0.162 4.224 1.224
H 1.034 5.506 1.107
H 2.805 0.803 0.292
H 4.081 2.710 -0.565
H 3.017 2.002 -1.794
H 2.602 3.567 -1.030
H 0.182 2.254 0.408
H 0.685 1.570 -1.136
H 1.049 -0.632 0.490
H -0.808 -1.578 3.891
H 0.434 -1.827 2.643
H 0.202 -0.219 3.367
H -2.928 -1.693 3.137
H -5.793 -0.806 0.863
H -5.215 -2.298 1.633
H -5.446 -0.844 2.610
H -4.209 0.364 -0.416
H -2.795 1.422 -1.772
H -1.679 2.428 -0.825
H -1.078 1.049 -1.769
H 4.780 0.362 3.057
H 3.448 -0.225 2.057
H 4.750 0.740 1.328
H 4.255 2.060 4.500
```

Results
**M**: 484.7 g/mol
**Charge**: +1
**2S+1**: 1
**Frontier orbital gap**: 0.215 hartree
**Calculated total energy**: -40480.0675 eV

# 2
# C33H43BBrNO6S2

The molecule C33H43BBrNO6S2 in a non-equilibrium geometry (wB97M-V/def2-TZVPD, the Open Molecules 2025 dataset).

Structure (XYZ):
```
87
C33H43BBrNO6S2 | the Open Molecules 2025 dataset | wB97M-V/def2-TZVPD
C -1.815 -5.832 1.155
C -1.959 -5.032 0.235
C -1.725 -4.070 -1.005
C -1.277 -2.611 -0.541
C -2.163 -1.391 -0.759
C -3.586 -1.482 -1.462
C -4.726 -1.438 -0.318
C -6.173 -1.113 -0.895
C -6.530 0.440 -0.780
C -7.341 0.834 0.525
N -7.858 2.244 0.362
C -1.686 -0.021 -0.266
B -2.644 1.291 -0.487
O -2.793 1.713 -1.849
C -3.372 2.095 0.699
C -3.443 1.323 2.098
C -0.358 0.154 0.452
C 0.539 -1.069 0.652
C 0.078 -2.427 0.143
C 1.000 -3.718 0.307
C 1.521 -4.248 -1.136
C 3.024 -3.803 -1.452
S 3.128 -3.582 -3.314
C 1.898 -0.822 1.404
O 2.394 -1.545 2.258
C 2.643 0.543 1.033
C 4.134 0.685 0.940
C 5.119 -0.527 1.202
C 5.304 -1.498 -0.057
C 4.890 -0.859 -1.453
Br 7.268 -1.925 -0.200
C 4.763 2.040 0.620
C 6.318 2.279 0.552
O 7.033 1.354 -0.290
O 7.554 2.150 -1.304
C 3.842 3.218 0.393
S 4.477 4.925 0.024
C 2.315 3.110 0.481
C 1.388 4.374 0.239
C 1.073 5.070 1.637
O -0.171 5.785 1.512
C 1.745 1.762 0.806
C 0.179 1.524 0.975
O -0.470 2.399 1.533
H -1.471 -6.407 2.059
H -2.719 -4.057 -1.551
H -0.986 -4.538 -1.728
H -3.752 -2.451 -2.014
H -3.739 -0.656 -2.237
H -4.442 -0.703 0.509
H -4.741 -2.498 0.110
H -6.948 -1.731 -0.333
H -6.211 -1.458 -1.972
H -5.542 1.008 -0.823
H -7.137 0.710 -1.699
H -8.250 0.195 0.726
H -6.674 0.876 1.452
H -7.122 2.879 0.692
H -8.065 2.440 -0.621
H -2.430 0.990 -2.408
H -4.443 2.358 0.411
H -2.806 3.065 0.889
H -3.015 0.277 2.089
H -4.527 1.212 2.442
H -2.842 1.900 2.878
H 0.493 -4.534 0.907
H 1.957 -3.476 0.883
H 1.423 -5.376 -1.089
H 0.884 -3.804 -1.971
H 3.202 -2.788 -0.992
H 3.759 -4.596 -1.127
H 2.199 -2.606 -3.648
H 4.800 -1.164 2.090
H 6.159 -0.147 1.476
H 4.810 -2.487 0.156
H 5.639 -0.060 -1.746
H 3.820 -0.498 -1.497
H 4.987 -1.693 -2.225
H 6.713 2.112 1.614
H 6.620 3.328 0.273
H 7.914 1.491 -1.933
H 4.243 5.660 1.187
H 1.806 5.083 -0.545
H 0.426 3.959 -0.218
H 1.947 5.750 1.889
H 0.942 4.254 2.406
H -0.421 5.885 0.571
```

Results
**SMILES**: C#CCc1c(CCCCCN)c(B(O)CC)c2c(c1CCCS)C(=O)c1c(C[C@@H](C)Br)c(COO)c(S)c(CCO)c1C2=O
**M**: 704.6 g/mol
**2S+1**: 1
**Frontier orbital gap**: 0.290 hartree
**Calculated total energy**: -141072.1199 eV

# 3
# C33H43BGeKN7O2S4Se

A structure of composition C33H43BGeKN7O2S4Se in a non-equilibrium geometry (wB97M-V/def2-TZVPD, the Open Molecules 2025 dataset).

Structure (XYZ):
```
93
C33H43BGeKN7O2S4Se | the Open Molecules 2025 dataset | wB97M-V/def2-TZVPD
K -0.101 0.460 0.484
N 1.527 5.510 0.837
C 0.948 4.225 0.825
S 2.062 2.904 0.701
N -0.349 4.238 0.884
N -0.956 2.981 0.961
C -2.203 3.042 0.668
C -3.226 1.998 0.715
C -4.467 2.364 0.171
C -5.581 1.548 0.203
C -5.462 0.308 0.843
C -4.275 -0.086 1.404
C -3.082 0.707 1.346
O -1.984 0.271 1.815
H 2.402 5.528 0.334
H 0.864 6.213 0.539
H -2.590 4.023 0.366
H -4.540 3.345 -0.292
H -6.515 1.862 -0.247
H -6.316 -0.363 0.884
H -4.179 -1.060 1.872
C -0.486 -2.641 2.110
N -1.007 -3.601 1.160
C -2.191 -4.293 1.334
C -2.447 -4.914 0.170
N -1.446 -4.602 -0.727
B -1.557 -4.924 -2.233
N -1.873 -3.635 -3.095
C -1.731 -3.701 -4.464
C -2.141 -2.538 -5.007
N -2.530 -1.736 -3.954
C -2.997 -0.373 -4.054
C -2.386 -2.421 -2.771
S -2.840 -1.780 -1.272
C -0.558 -3.780 -0.116
S 0.865 -3.110 -0.759
H -0.292 -3.127 3.069
H -1.187 -1.810 2.239
H 0.449 -2.257 1.708
H -2.739 -4.257 2.259
H -3.280 -5.523 -0.130
H -2.491 -5.702 -2.356
H -0.538 -5.407 -2.680
H -1.330 -4.585 -4.930
H -2.150 -2.190 -6.024
H -3.477 -0.234 -5.024
H -2.171 0.333 -3.955
H -3.703 -0.188 -3.246
C 5.334 -4.723 3.398
Ge 4.586 -3.896 1.767
C 3.660 -5.283 0.758
C 6.058 -3.141 0.720
C 3.357 -2.483 2.337
Se 3.069 -1.048 1.033
C 4.290 0.220 1.861
H 6.019 -5.537 3.147
H 4.530 -5.134 4.013
H 5.879 -3.988 3.994
H 4.363 -6.052 0.433
H 3.148 -4.860 -0.108
H 2.900 -5.755 1.385
H 6.733 -3.933 0.390
H 6.630 -2.423 1.311
H 5.657 -2.626 -0.152
H 3.722 -2.013 3.253
H 2.385 -2.919 2.569
H 5.309 -0.165 1.846
H 3.977 0.438 2.881
H 4.223 1.139 1.282
O 1.666 0.367 -1.577
S 1.052 1.520 -2.283
C 2.375 2.670 -2.674
C 3.657 2.168 -2.823
C 4.694 3.050 -3.083
C 4.440 4.414 -3.189
C 3.152 4.901 -3.026
C 2.108 4.025 -2.756
C 0.818 0.911 -3.963
C 0.464 1.772 -4.994
C 0.318 1.265 -6.275
C 0.521 -0.092 -6.512
C 0.845 -0.942 -5.466
C 0.991 -0.447 -4.175
H 3.823 1.105 -2.694
H 5.704 2.676 -3.188
H 5.257 5.100 -3.379
H 2.962 5.966 -3.076
H 1.108 4.392 -2.558
H 0.323 2.829 -4.799
H 0.051 1.926 -7.091
H 0.406 -0.487 -7.514
H 0.966 -2.003 -5.639
H 1.219 -1.096 -3.336
```

Results
**M**: 899.5 g/mol
**Charge**: -2
**2S+1**: 1
**Energy relative to the best compared isomer or geometry (same formula, charge and spin)**: 16.7 kcal/mol
**Frontier orbital gap**: 0.197 hartree
**Calculated total energy**: -231653.5042 eV